Below is a molecular structure, F2H6N2O6S2Ti in a non-equilibrium geometry, with properties calculated with ωB97M-V/def2-TZVPD.

Its spin multiplicity is 5. Its LUMO energy (spin up / spin down) is -0.006 / -0.150 hartree. As for the frontier orbital gap (spin up / spin down): 5.7 / 6.3 eV. Its expectation value of S² is 6.00.

CARTESIAN COORDINATES (ANGSTROEM)
Ti: 0.35775 -0.66012 -1.77889
N: 1.59540 -0.21631 1.49014
H: 2.10606 -0.29488 0.62229
H: 2.05313 0.41895 2.12813
H: 1.54689 -1.13496 1.90708
H: 0.69725 0.13178 1.18641
N: -0.84474 0.10535 0.03440
S: -2.01413 -0.23690 0.83527
O: -3.12749 -0.61104 -0.05382
O: -2.26087 0.36047 2.11479
F: -1.48490 -1.73997 1.15741
S: -1.02967 1.82524 0.01743
O: -0.32939 2.48850 1.07954
O: -2.31889 2.41563 -0.35560
F: -0.14184 2.02863 -1.24601
O: 2.48019 -0.57709 -1.02688
H: 2.80382 0.33664 -0.90487
O: 0.41673 -2.25353 -3.45614
H: -0.50530 -2.38639 -3.75068

Results of the Löwdin charge analysis, in e, for atoms 1 through 8: 0.720 0.296 0.020 0.147 0.149 0.044 -0.430 0.403


Below is F2HOPS in the gas phase in a non-equilibrium geometry, with properties calculated with ωB97M-V/def2-TZVPD.

Its LUMO energy is -0.002 hartree. As for the frontier orbital gap: 11.1 eV. As for the SMILES: OP(F)(F)=S. As for the energy above the lowest of the compared OMol25 structures with the same formula, charge and spin: 1.771 eV.

CARTESIAN COORDINATES (ANGSTROEM)
O: 0.18840 -0.62554 0.44402
F: 0.62650 -1.33458 -1.81396
F: -1.53755 -0.20300 -1.40967
P: -0.35906 -1.60842 -0.63385
S: -1.08251 -3.31931 -0.33864
H: 0.00368 0.25971 -0.11852

Löwdin analysis output, partial charges in e: -0.200 -0.164 -0.388 0.207 0.388 0.157


Below is F2HPS in the gas phase in a non-equilibrium geometry, with properties calculated with ωB97M-V/def2-TZVPD.

Its LUMO energy is 0.007 hartree. As for the frontier orbital gap: 10.4 eV. As for the SMILES: F[PH](F)=S. As for the energy above the lowest of the compared OMol25 structures with the same formula, charge and spin: 0.488 eV.

CARTESIAN COORDINATES (ANGSTROEM)
F: 0.00448 0.75072 -1.42526
F: 0.05173 0.98085 1.17000
P: 0.00635 -0.08612 -0.01527
S: -1.57548 -1.17678 -0.05332
H: 1.51292 -0.46867 0.32386

Löwdin analysis output, partial charges in e: -0.283 -0.272 0.233 0.240 0.083


Below is a molecular structure, F2Mg3 in a non-equilibrium geometry, with properties calculated with ωB97M-V/def2-TZVPD.

Its LUMO energy is -0.886 hartree. As for the charge: +4. As for the frontier orbital gap: 10.7 eV. As for the energy above the lowest of the compared OMol25 structures with the same formula, charge and spin: 7.351 eV.

CARTESIAN COORDINATES (ANGSTROEM)
Mg: 1.72169 0.67426 -0.51488
Mg: -0.17632 -1.41687 0.15814
Mg: -1.21885 1.27151 -0.11954
F: 0.95518 0.39370 1.26387
F: -1.28170 -0.92260 -0.78759

Löwdin analysis output, partial charges in e: 1.610 1.328 1.669 -0.319 -0.288


Below is a molecular structure, F31Mg14 in a non-equilibrium geometry, with properties calculated with ωB97M-V/def2-TZVPD.

Its LUMO energy is 0.183 hartree. As for the charge: -3. As for the frontier orbital gap: 8.5 eV.

CARTESIAN COORDINATES (ANGSTROEM)
Mg: -3.60490 0.06514 -0.59546
Mg: -1.36986 -2.95255 -1.33100
Mg: 3.54636 -0.66330 0.82556
Mg: -1.14131 -0.97176 -3.64826
Mg: -2.72305 2.14632 2.01704
Mg: 2.97983 1.03821 -1.68318
Mg: 0.82509 1.09932 3.53944
Mg: 2.32107 2.83553 0.74108
Mg: -0.33298 -0.11369 -0.09186
Mg: 1.13236 -3.48782 -0.25271
Mg: 0.25417 1.97800 -2.96416
Mg: -0.28417 3.53073 -0.21589
Mg: -2.20767 -2.22111 1.36633
Mg: 1.34636 -1.79504 2.30267
F: -1.89677 -4.09352 1.14070
F: 0.56723 -0.41982 -4.29255
F: 1.29548 4.34582 0.26828
F: -4.19897 2.27141 0.72329
F: 0.88166 0.19522 1.56543
F: -1.90932 1.62942 3.71489
F: -0.70737 1.77480 0.01679
F: 2.89585 -2.39696 0.88250
F: -2.88753 -1.05854 -4.19120
F: -1.60656 -1.62515 3.38977
F: -1.07886 -2.86225 -3.20076
F: -3.81706 1.31684 -2.00159
F: 2.52131 -2.98184 -1.30671
F: -0.87055 -0.23492 -1.84806
F: -0.10895 -1.93887 0.44368
F: 2.37705 1.98963 -3.06075
F: -2.12072 -0.18760 0.80465
F: 3.44227 2.49779 -0.67365
F: -0.09111 3.75928 -2.16813
F: -0.92872 1.72607 -4.43489
F: 1.62134 -3.80450 2.30305
F: -1.66712 4.25270 1.22673
F: 1.87735 -0.37796 4.16138
F: 2.93849 2.33672 2.29407
F: 3.74632 -0.90851 2.75075
F: 0.96435 2.55405 4.59898
F: 4.27547 0.06658 -0.96607
F: -0.11547 -4.85628 -1.07731
F: -4.66730 -1.46998 0.22817
F: -2.89674 -2.34229 -0.68877
F: 1.42366 0.35468 -0.61228

Results of the Löwdin charge analysis, in e, for atoms 1 through 8: 0.855 0.825 0.917 0.662 0.990 0.695 0.849 0.793


Below is F3HN2O2S in the gas phase in a non-equilibrium geometry, with properties calculated with ωB97M-V/def2-TZVPD.

Its LUMO energy (spin up / spin down) is -0.046 / -0.046 hartree. As for the frontier orbital gap (spin up / spin down): 9.7 / 9.7 eV. As for the SMILES: O=S(=O)(NF)N(F)F. As for the energy above the lowest of the compared OMol25 structures with the same formula, charge and spin: 1.254 eV.

CARTESIAN COORDINATES (ANGSTROEM)
N: -0.02618 0.43622 -0.13798
N: -3.07352 0.59172 -0.34217
O: -1.24774 -1.46945 -1.39869
O: -1.47158 -1.32408 1.11051
F: 0.13563 0.99225 -1.40372
F: -2.89156 1.23778 0.81716
F: -4.14375 -0.19403 -0.12777
S: -1.39338 -0.71807 -0.19915
H: 0.68341 -0.23062 -0.17831

Results of the Löwdin charge analysis, in e, for atoms 1 through 8: -0.059 -0.063 -0.281 -0.285 -0.094 -0.032 -0.012 0.763


Below is 2 unconnected molecules or ions with the total composition F3HN2O2S in a non-equilibrium geometry, with properties calculated with ωB97M-V/def2-TZVPD.

Its LUMO energy (spin up / spin down) is -0.144 / -0.144 hartree. As for the frontier orbital gap (spin up / spin down): 5.8 / 5.8 eV. As for the energy above the lowest of the compared OMol25 structures with the same formula, charge and spin: 4.194 eV.

CARTESIAN COORDINATES (ANGSTROEM)
N: 1.39215 0.46615 0.39158
N: -0.20556 0.83648 3.69243
O: -1.82176 0.81432 1.43236
O: -1.39692 -1.37845 2.57256
F: 0.32154 1.06463 -0.36100
F: 0.21168 2.02705 3.07942
F: 0.98730 0.19052 3.80221
S: -0.97846 -0.10014 2.12172
H: 1.61198 -0.45927 0.16814

Results of the Löwdin charge analysis, in e, for atoms 1 through 8: 0.173 -0.071 -0.313 -0.319 -0.167 -0.064 -0.054 0.817